{
  "formula": "C45H53Cl2F6NO10PS4SbSr",
  "method": "ωB97M-V/def2-TZVPD",
  "multiplicity": 1,
  "orbital_gap_ev": 7.591,
  "symbols": ["Sr", "Cl", "C", "C", "C", "C", "C", "C", "P", "C", "C", "C", "C", "C", "C", "C", "C", "C", "C", "C", "C", "H", "H", "H", "H", "H", "H", "H", "H", "H", "H", "H", "H", "H", "H", "O", "S", "C", "C", "C", "C", "S", "O", "C", "C", "C", "C", "C", "C", "C", "C", "C", "C", "C", "C", "H", "H", "H", "H", "H", "H", "H", "H", "H", "H", "H", "H", "H", "H", "H", "H", "H", "H", "O", "Cl", "O", "O", "O", "F", "C", "F", "F", "S", "O", "O", "N", "S", "O", "O", "C", "F", "F", "F", "C", "C", "C", "Sb", "C", "C", "C", "C", "C", "C", "H", "H", "H", "H", "H", "H", "H", "H", "H", "H", "H", "H", "H", "H", "H", "H", "H", "H", "H", "H", "H"],
  "coordinates": [[-0.239128, -0.494402, -1.537159], [0.109209, 2.707807, 0.494738], [-1.317961, 3.695845, 0.569037], [-1.254116, 4.836809, 1.358119], [-2.347254, 5.679429, 1.426286], [-3.491186, 5.394266, 0.691964], [-3.533763, 4.258836, -0.095187], [-2.458985, 3.368135, -0.157894], [-2.539299, 1.908228, -1.278682], [-4.112275, 1.101506, -0.826491], [-4.883483, 1.415586, 0.286781], [-6.054142, 0.717905, 0.548262], [-6.460250, -0.306415, -0.290206], [-5.682188, -0.646971, -1.387955], [-4.513282, 0.046715, -1.649500], [-2.984265, 2.829550, -2.803582], [-4.228469, 2.792102, -3.423905], [-4.457070, 3.531693, -4.576412], [-3.453264, 4.324785, -5.109332], [-2.214816, 4.382156, -4.485520], [-1.981631, 3.635607, -3.343203], [-0.346110, 5.053566, 1.904785], [-2.300678, 6.567434, 2.043153], [-4.342151, 6.061575, 0.726047], [-4.415920, 4.049313, -0.688267], [-4.568285, 2.193113, 0.968874], [-6.638165, 0.965094, 1.425583], [-7.369738, -0.853858, -0.078543], [-5.979759, -1.461519, -2.035804], [-3.904085, -0.232395, -2.503507], [-5.021896, 2.183444, -3.010305], [-5.424941, 3.484976, -5.059301], [-3.633368, 4.895943, -6.011067], [-1.424818, 4.997637, -4.897147], [-1.009903, 3.675129, -2.861904], [0.954353, -1.562693, 0.364067], [1.501709, -2.249818, 1.586928], [0.846132, -3.947380, 1.628271], [0.310733, -4.464429, 0.309021], [1.388719, -4.937536, -0.659380], [0.798092, -5.366790, -1.997759], [0.528500, -3.977685, -3.127690], [0.115645, -2.838945, -2.239894], [2.230854, -3.702389, -3.580462], [3.024885, -2.824143, -2.861571], [4.343028, -2.641909, -3.250886], [4.849831, -3.328452, -4.345892], [4.040887, -4.198752, -5.064035], [2.719841, -4.382603, -4.686273], [3.241533, -2.486171, 1.219626], [4.022053, -3.512359, 1.733008], [5.388092, -3.522808, 1.486697], [5.976644, -2.506074, 0.749684], [5.195959, -1.468276, 0.260025], [3.830091, -1.454330, 0.493703], [0.035663, -3.865832, 2.349742], [1.622672, -4.581636, 2.058442], [-0.308221, -3.692250, -0.141886], [-0.356342, -5.301536, 0.536689], [1.916665, -5.793749, -0.227859], [2.144878, -4.164137, -0.814648], [-0.179173, -5.836454, -1.870817], [1.440419, -6.057010, -2.547931], [2.610469, -2.289596, -2.016709], [4.974348, -1.959664, -2.697485], [5.877633, -3.176827, -4.648804], [4.433176, -4.721713, -5.925907], [2.070590, -5.039187, -5.254456], [3.589615, -4.303820, 2.329882], [5.992890, -4.330023, 1.878341], [7.042732, -2.518513, 0.565301], [5.651032, -0.660347, -0.298991], [3.214125, -0.645003, 0.122468], [-1.658576, 0.017567, 0.993780], [-2.210053, -1.324350, 1.125701], [-3.582162, -1.278665, 1.502901], [-1.449908, -2.065495, 2.106489], [-2.063047, -1.959150, -0.187545], [2.044122, 3.248174, -4.683513], [2.373581, 1.972010, -4.540530], [3.459234, 1.879824, -3.772375], [2.634063, 1.442311, -5.728541], [1.009823, 1.053336, -3.719704], [0.793089, 1.702150, -2.439215], [1.443779, -0.320872, -3.545629], [-0.123400, 1.276365, -4.747946], [-1.321169, 0.275231, -4.891044], [-1.568093, -0.471078, -3.653647], [-2.402888, 0.915128, -5.551348], [-0.727982, -1.038106, -6.086224], [-1.151447, -0.742244, -7.307624], [0.600750, -1.115618, -6.099353], [-1.222380, -2.219777, -5.726262], [0.744352, -1.752715, 5.186729], [1.722482, -0.601815, 4.944173], [2.278260, -0.054829, 6.253650], [0.807673, 0.771035, 3.506477], [1.665161, 2.713424, 4.009740], [3.145820, 2.673157, 3.632163], [1.459516, 3.305250, 5.398859], [-1.184139, 0.927568, 4.367891], [-1.958458, 2.021920, 3.637145], [-1.300941, 1.104637, 5.879612], [1.248261, -2.592608, 5.677363], [0.297891, -2.118671, 4.258619], [-0.077531, -1.444882, 5.835040], [2.562913, -0.996946, 4.361278], [1.497701, 0.385700, 6.875952], [3.039361, 0.708311, 6.086672], [2.741561, -0.860226, 6.835081], [1.152472, 3.358885, 3.288047], [3.707067, 2.007523, 4.294160], [3.597796, 3.666810, 3.713133], [3.292346, 2.321526, 2.607980], [1.859133, 2.664659, 6.185788], [0.405750, 3.477791, 5.613062], [1.971987, 4.271289, 5.473717], [-1.619040, -0.037696, 4.089617], [-1.517530, 3.007743, 3.817125], [-2.993340, 2.059294, 3.994323], [-1.983312, 1.845655, 2.563278], [-1.090674, 2.133609, 6.173183], [-0.630159, 0.457835, 6.442905], [-2.323035, 0.882235, 6.203530]],
  "atomic_forces_ev_per_a": [[-0.81, -0.78, 1.80], [0.06, -0.04, 0.03], [-0.13, 0.00, -0.14], [0.02, -0.01, 0.03], [0.01, 0.02, 0.02], [-0.02, -0.01, -0.01], [0.00, 0.01, 0.01], [0.12, -0.03, 0.01], [-0.05, 0.11, -0.07], [-0.01, -0.02, -0.01], [0.01, 0.00, 0.00], [0.02, -0.02, 0.04], [0.00, -0.03, 0.00], [-0.01, -0.01, -0.01], [0.05, 0.00, 0.00], [-0.06, 0.07, 0.03], [0.03, -0.02, 0.02], [0.01, 0.01, -0.01], [-0.03, 0.01, -0.02], [0.03, -0.02, 0.00], [0.02, -0.03, -0.04], [-0.01, 0.00, 0.00], [0.00, 0.00, 0.00], [0.00, 0.00, 0.00], [0.00, 0.01, 0.01], [0.01, 0.00, 0.01], [0.00, 0.01, -0.01], [0.00, 0.00, 0.00], [0.00, 0.00, 0.00], [-0.01, 0.00, 0.01], [-0.01, 0.00, -0.02], [0.00, 0.00, 0.00], [0.00, 0.00, 0.00], [0.00, 0.00, 0.00], [0.02, -0.01, -0.01], [0.34, -0.07, -0.07], [-0.24, 0.15, -0.02], [0.03, -0.02, 0.07], [0.01, -0.01, 0.01], [0.01, -0.04, 0.02], [0.05, -0.06, 0.01], [-0.14, 0.14, 0.03], [0.12, 0.01, -0.33], [0.04, 0.04, 0.02], [0.00, -0.04, -0.02], [0.01, 0.01, 0.01], [0.00, 0.01, 0.01], [-0.01, 0.00, 0.00], [0.00, 0.00, -0.02], [0.01, 0.08, -0.16], [0.01, -0.01, 0.06], [-0.01, -0.01, 0.00], [0.00, 0.01, -0.02], [0.03, -0.03, 0.00], [-0.02, -0.03, -0.01], [0.00, 0.00, 0.00], [0.00, 0.00, -0.02], [-0.01, 0.01, -0.01], [0.01, -0.01, 0.01], [0.01, 0.01, -0.01], [-0.03, 0.01, 0.02], [-0.01, 0.00, 0.01], [-0.02, -0.01, 0.01], [0.00, 0.02, 0.00], [0.00, 0.00, 0.01], [0.00, 0.00, 0.00], [0.00, 0.00, 0.00], [0.00, 0.00, 0.00], [0.00, 0.01, 0.00], [0.00, 0.00, 0.00], [0.00, 0.00, 0.00], [0.00, 0.00, 0.00], [0.01, -0.02, 0.00], [0.04, -0.10, -0.04], [0.04, 0.00, 0.02], [0.06, 0.02, -0.05], [-0.06, 0.08, -0.13], [0.07, 0.03, 0.00], [0.02, -0.05, 0.01], [0.10, 0.02, -0.01], [-0.07, 0.00, -0.04], [-0.01, 0.01, 0.06], [0.57, 0.28, 0.03], [0.04, 0.25, -0.28], [0.12, -0.02, -0.18], [0.26, 0.20, -0.31], [-0.56, -0.38, 0.27], [0.09, 0.45, -0.76], [-0.15, -0.17, 0.07], [0.02, 0.08, 0.05], [0.04, -0.03, -0.01], [-0.03, -0.05, -0.02], [-0.01, 0.00, -0.04], [0.03, 0.00, -0.01], [0.00, 0.01, 0.02], [-0.01, -0.01, -0.02], [-0.02, -0.03, -0.01], [0.01, 0.01, 0.03], [-0.02, 0.00, 0.01], [-0.01, -0.02, 0.00], [-0.01, -0.02, 0.02], [0.00, 0.00, 0.04], [0.01, 0.01, -0.01], [0.00, -0.01, 0.01], [-0.01, 0.00, 0.01], [0.01, -0.03, -0.02], [0.00, 0.00, 0.01], [0.01, 0.00, 0.00], [0.00, 0.00, 0.01], [0.00, 0.00, 0.01], [0.02, 0.01, -0.01], [0.00, 0.00, -0.01], [0.00, 0.00, 0.00], [0.01, 0.00, 0.00], [-0.01, 0.01, -0.01], [0.00, 0.01, 0.00], [0.00, 0.01, 0.01], [0.02, 0.00, 0.01], [0.00, 0.01, -0.01], [0.00, 0.00, 0.00], [-0.01, 0.00, -0.03], [0.02, -0.01, 0.01], [-0.04, 0.01, 0.01], [-0.01, 0.02, 0.00]]
}